<A>
{"formula": "C9H13NO", "method": "ωB97M-V/def2-TZVPD", "species": ["C", "C", "C", "C", "C", "C", "O", "H", "H", "H", "H", "H", "H", "H", "H", "C", "C", "N", "C", "H", "H", "H", "H", "H"], "xyz": [[0.143, -1.530, 0.707], [-0.505, -0.572, 0.122], [-1.096, 0.363, -0.570], [-1.849, 1.433, 0.139], [-3.236, 1.749, -0.426], [-4.004, 0.519, -0.856], [-3.729, 2.856, -0.431], [-0.208, -2.476, 0.988], [1.142, -1.251, 1.177], [-0.884, 0.450, -1.706], [-1.354, 2.270, 0.029], [-2.057, 1.071, 1.156], [-4.978, 0.708, -1.445], [-3.326, -0.155, -1.478], [-4.529, 0.000, 0.058], [3.716, -2.069, -1.042], [3.645, -0.950, -0.361], [3.774, 0.099, 0.210], [3.049, 0.580, 1.374], [3.031, -2.311, -1.959], [4.358, -2.806, -0.571], [3.878, 0.467, 2.118], [2.735, 1.642, 1.182], [2.284, -0.087, 1.585]], "mulliken_charge": [-0.9279, 0.4588, -0.4296, -0.4689, 0.4758, -0.9162, -0.5599, 0.3059, 0.0454, 0.3155, 0.4287, 0.3267, 0.3234, 0.2852, 0.2490, -0.9953, 0.6802, -0.3384, -0.3896, 0.2197, 0.2469, 0.3273, 0.1838, 0.1537], "total_charge": 0, "homo_energy_ev": -8.6, "lumo_ha": 0.0249}



<B>
{"formula": "C9H13NO", "method": "ωB97M-V/def2-TZVPD", "species": ["C", "C", "C", "C", "C", "N", "O", "C", "C", "C", "C", "H", "H", "H", "H", "H", "H", "H", "H", "H", "H", "H", "H", "H"], "xyz": [[-0.149, 1.710, 0.830], [-0.705, 0.784, 0.123], [-2.094, 0.257, -0.315], [-2.084, -1.333, -0.388], [-1.180, -1.710, -1.610], [0.159, -1.608, -1.189], [0.961, -0.517, -1.697], [0.573, -0.495, -0.370], [1.627, -0.636, 0.656], [2.330, 0.786, 0.698], [1.349, 1.904, 1.185], [-0.680, 2.565, 1.226], [-2.911, 0.395, 0.388], [-2.377, 0.810, -1.364], [-1.482, -1.671, 0.398], [-3.109, -1.854, -0.288], [-1.203, -2.776, -1.876], [-1.404, -0.928, -2.395], [2.379, -1.478, 0.304], [1.126, -0.861, 1.567], [2.667, 0.991, -0.215], [3.139, 0.809, 1.401], [1.554, 2.869, 0.726], [1.516, 1.986, 2.203]], "mulliken_charge": [-0.6819, 0.4472, -0.6553, -0.8022, -0.6496, -0.3255, -0.4692, 0.9469, -0.9007, -0.9415, -0.7357, 0.4156, 0.3464, 0.2583, 0.4541, 0.3619, 0.3672, 0.3468, 0.2981, 0.2766, 0.4987, 0.3775, 0.3518, 0.4146], "total_charge": 0, "homo_energy_ev": -9.0, "lumo_ha": 0.0377}



<C>
{"formula": "C9H13NO", "method": "ωB97M-V/def2-TZVPD", "species": ["C", "C", "C", "C", "C", "C", "C", "C", "C", "N", "O", "H", "H", "H", "H", "H", "H", "H", "H", "H", "H", "H", "H", "H"], "xyz": [[0.357, 1.693, 1.620], [1.730, -0.809, -0.935], [-0.566, 0.307, -1.224], [0.013, 0.457, 1.062], [0.961, 0.388, -0.748], [-1.213, 0.162, 0.199], [3.258, -0.625, -0.825], [-1.590, -1.364, 0.517], [-2.513, 1.006, 0.465], [0.723, 2.716, 1.998], [1.226, -1.894, -0.990], [-0.875, 1.198, -1.837], [-0.672, -0.677, -1.667], [0.297, -0.270, 1.779], [1.511, 1.234, -0.874], [3.375, -0.246, 0.228], [3.720, 0.121, -1.529], [3.831, -1.543, -0.761], [-0.635, -1.995, 0.488], [-2.458, -1.802, -0.064], [-1.940, -1.540, 1.539], [-3.079, 0.542, 1.217], [-3.040, 0.938, -0.481], [-2.420, 2.006, 0.824]], "mulliken_charge": [-0.0287, 0.6547, -1.1491, -0.5953, -0.3992, 1.8835, -1.2147, -1.6489, -1.6392, -0.5203, -0.5542, 0.3355, 0.4278, 0.4742, 0.6804, 0.2983, 0.3017, 0.3505, 0.3076, 0.3762, 0.4725, 0.4063, 0.3913, 0.3890], "total_charge": 0, "homo_energy_ev": -9.6, "lumo_ha": -0.0200}



Winner for stability: <C>



<A>
{"formula": "C6H18O3", "method": "ωB97M-V/def2-TZVPD", "species": ["C", "C", "C", "O", "H", "H", "H", "H", "H", "H", "H", "H", "C", "C", "C", "O", "H", "H", "H", "H", "H", "H", "H", "H", "O", "H", "H"], "xyz": [[0.329, -3.911, -1.742], [-0.438, -5.261, -1.551], [-1.713, -5.367, -2.297], [0.429, -6.274, -1.993], [1.355, -4.266, -1.646], [0.191, -3.321, -0.836], [0.069, -3.528, -2.728], [-0.670, -5.406, -0.495], [-1.487, -5.308, -3.361], [-2.443, -4.608, -2.016], [-2.143, -6.341, -2.063], [1.090, -6.272, -1.297], [-0.988, 3.823, 2.039], [0.007, 4.887, 2.211], [1.017, 4.655, 3.425], [0.700, 4.942, 0.993], [-1.622, 4.089, 1.193], [-1.528, 3.872, 2.985], [-0.620, 2.799, 1.986], [-0.515, 5.844, 2.196], [0.467, 4.905, 4.333], [1.831, 5.372, 3.324], [1.309, 3.605, 3.449], [1.506, 5.425, 1.190], [1.347, 1.948, -2.813], [1.330, 1.106, -2.358], [1.189, 2.595, -2.126]], "mulliken_charge": [-0.9395, 0.3527, -1.3653, -0.5551, 0.2610, 0.3058, 0.3096, 0.2926, 0.3511, 0.3516, 0.3127, 0.3231, -1.2924, 0.4461, -1.1438, -0.5214, 0.3155, 0.3439, 0.3374, 0.2075, 0.3183, 0.4060, 0.3021, 0.2819, -0.6398, 0.3120, 0.3262], "total_charge": 0, "homo_energy_ev": -10.1, "lumo_ha": 0.0243}



<B>
{"formula": "C6H18O3", "method": "ωB97M-V/def2-TZVPD", "species": ["C", "C", "O", "H", "H", "H", "H", "H", "H", "C", "C", "O", "H", "H", "H", "H", "H", "H", "C", "C", "O", "H", "H", "H", "H", "H", "H"], "xyz": [[4.161, 3.389, 0.010], [2.650, 3.459, 0.019], [2.107, 2.781, 1.185], [4.474, 2.347, -0.057], [4.484, 3.705, 1.002], [4.637, 3.941, -0.800], [2.197, 3.119, -0.913], [2.346, 4.503, 0.093], [1.623, 3.446, 1.680], [-1.050, -4.489, 2.698], [-1.418, -4.655, 1.148], [-2.762, -4.879, 0.961], [-1.820, -3.790, 3.024], [-0.024, -4.144, 2.831], [-1.268, -5.381, 3.286], [-0.880, -5.555, 0.850], [-1.054, -3.836, 0.527], [-2.916, -4.556, 0.071], [-1.741, 1.717, -2.748], [-1.931, 0.577, -1.679], [-1.670, 1.241, -0.456], [-2.485, 2.503, -2.624], [-2.071, 1.252, -3.677], [-0.737, 2.142, -2.759], [-1.173, -0.184, -1.861], [-2.929, 0.142, -1.621], [-0.749, 1.205, -0.188]], "mulliken_charge": [-1.0126, -0.1337, -0.5266, 0.2833, 0.2603, 0.3290, 0.1869, 0.2985, 0.3157, -0.9637, -0.2446, -0.4998, 0.2675, 0.3173, 0.2760, 0.2256, 0.3076, 0.3144, -0.8683, -0.2387, -0.5175, 0.2706, 0.3231, 0.2318, 0.2296, 0.2723, 0.2960], "total_charge": 0, "homo_energy_ev": -10.0, "lumo_ha": 0.0220}



Winner for stability: <A>



<A>
{"formula": "C6H12O", "method": "ωB97M-V/def2-TZVPD", "species": ["C", "C", "C", "C", "C", "C", "H", "H", "H", "H", "H", "H", "H", "H", "H", "H", "H", "H", "O"], "xyz": [[0.712, -1.911, 1.714], [0.797, -1.785, 0.148], [-2.075, 1.420, -1.557], [-0.768, 1.151, -1.864], [0.087, 0.337, -1.049], [-0.205, -0.775, -0.315], [-0.069, -2.583, 2.047], [1.678, -2.389, 1.929], [0.717, -0.893, 2.085], [1.784, -1.440, -0.153], [0.589, -2.688, -0.428], [-2.559, 0.930, -0.724], [-2.623, 2.128, -2.165], [-0.242, 1.763, -2.588], [1.099, 0.741, -1.072], [-1.269, -1.046, -0.380], [0.231, 2.728, 1.859], [0.976, 1.919, 0.847], [1.138, 2.394, 1.666]], "mulliken_charge": [-0.9848, -0.4812, -0.5630, -0.2542, -0.2035, -0.0395, 0.3321, 0.2966, 0.3894, 0.3651, 0.3741, 0.2857, 0.2970, 0.3374, 0.5121, 0.3331, 0.3402, 0.2763, -0.6131], "total_charge": 1, "homo_energy_ev": [-14.9, -14.9], "s_squared": 0.777, "lumo_ha": [-0.1959, -0.3027], "multiplicity": 2}



<B>
{"formula": "C6H12O", "method": "ωB97M-V/def2-TZVPD", "species": ["C", "C", "C", "C", "C", "C", "H", "H", "H", "H", "H", "H", "H", "H", "H", "H", "H", "H", "O"], "xyz": [[1.979, 0.094, -0.359], [1.449, -1.325, -0.367], [-2.640, -1.427, 0.920], [-1.639, -0.670, 1.458], [-0.244, -0.949, 1.539], [0.317, -1.692, 0.532], [2.947, 0.235, 0.170], [2.099, 0.512, -1.351], [1.363, 0.720, 0.326], [0.998, -1.512, -1.339], [2.201, -2.088, -0.311], [-3.564, -0.866, 1.050], [-2.544, -2.442, 0.487], [-1.828, 0.392, 1.719], [0.322, -0.356, 2.283], [-0.053, -2.694, 0.362], [-0.267, 5.436, -2.223], [-0.364, 4.099, -2.871], [-0.533, 4.532, -2.025]], "mulliken_charge": [-1.0220, -0.3536, -0.5725, 0.0698, -0.2030, -0.3123, 0.3066, 0.3131, 0.2856, 0.3068, 0.4255, 0.2767, 0.2686, 0.3020, 0.4492, 0.4592, 0.3269, 0.3208, -0.6475], "total_charge": 1, "homo_energy_ev": [-13.8, -13.8], "s_squared": 0.778, "lumo_ha": [-0.2032, -0.2613], "multiplicity": 2}



Winner for stability: <A>



<A>
{"formula": "C4H10NO3", "method": "ωB97M-V/def2-TZVPD", "species": ["C", "N", "C", "C", "C", "O", "O", "H", "H", "H", "H", "H", "H", "H", "H", "H", "H", "O"], "xyz": [[-0.570, 0.421, -1.818], [-0.415, -0.552, -0.896], [-0.665, -1.565, 1.287], [-0.826, -0.238, 0.459], [-0.338, 0.971, 1.242], [0.930, 1.446, 0.815], [-0.954, 1.637, -1.639], [-0.426, 0.039, -2.828], [0.735, 1.591, -0.207], [0.472, -1.739, 1.132], [-1.361, -2.374, 0.975], [-1.002, -1.680, 2.355], [-2.002, 0.057, 0.452], [-0.121, 0.772, 2.351], [-0.912, 1.989, 1.282], [1.410, -1.320, -0.313], [2.927, -1.157, -0.092], [2.221, -1.815, 0.092]], "mulliken_charge": [-0.2419, -0.6477, -1.1890, 0.5932, -0.5331, -0.5897, -0.7073, 0.4025, 0.3527, 0.3382, 0.2918, 0.3448, 0.1716, 0.2473, 0.2015, 0.4255, 0.3055, -0.7659], "total_charge": -1, "homo_energy_ev": -4.1, "lumo_ha": 0.1470}



<B>
{"formula": "C4H10NO3", "method": "ωB97M-V/def2-TZVPD", "species": ["C", "C", "N", "C", "C", "O", "O", "H", "H", "H", "H", "H", "H", "H", "H", "H", "H", "O"], "xyz": [[-1.268, -1.370, -1.924], [-0.860, -2.047, -0.637], [-0.246, -1.334, 0.308], [0.590, -0.182, 0.082], [1.297, 0.235, 1.485], [1.427, 1.539, 1.767], [-1.044, -3.266, -0.512], [-1.045, -0.307, -1.971], [-2.330, -1.621, -1.984], [-0.750, -1.819, -2.764], [0.050, -1.847, 1.113], [1.388, -0.385, -0.646], [0.167, 0.765, -0.266], [0.545, -0.196, 2.194], [2.277, -0.273, 1.438], [-0.245, 4.425, 0.312], [0.291, 4.407, -1.073], [-0.133, 4.999, -0.463]], "mulliken_charge": [-0.8465, 0.4816, -0.1105, -0.2686, -0.4125, -0.8577, -0.7051, 0.3048, 0.2640, 0.2339, 0.2491, 0.2510, 0.1349, 0.1311, 0.1586, 0.3520, 0.3156, -0.6758], "total_charge": -1, "homo_energy_ev": -2.9, "lumo_ha": 0.1323}



<C>
{"formula": "C4H10NO3", "method": "ωB97M-V/def2-TZVPD", "species": ["C", "N", "C", "O", "O", "C", "C", "H", "H", "H", "H", "H", "H", "H", "H", "H", "H", "O"], "xyz": [[-0.878, 0.839, 0.459], [0.241, 1.701, 0.648], [1.430, 1.710, -0.175], [2.277, 2.541, 0.182], [1.417, 0.880, -1.112], [-0.776, -0.539, 1.168], [-1.532, -1.642, 0.455], [-0.953, 0.634, -0.601], [-1.840, 1.324, 0.691], [0.338, 2.226, 1.499], [0.278, -0.795, 1.232], [-1.133, -0.373, 2.183], [-1.088, -1.848, -0.513], [-1.418, -2.568, 1.042], [-2.603, -1.445, 0.343], [2.568, -0.594, -1.982], [1.487, -0.762, -2.975], [2.184, -1.288, -2.542]], "mulliken_charge": [-0.6797, -0.2194, 0.4355, -0.7757, -0.6999, -0.1934, -1.1646, 0.3036, 0.3377, 0.1957, 0.2132, 0.2838, 0.3085, 0.3393, 0.3008, 0.3758, 0.3021, -0.6633], "total_charge": -1, "homo_energy_ev": -4.3, "lumo_ha": 0.1416}



Winner for stability: <C>